Entry 1:
DFT (ωB97M-V/def2-TZVPD) results for a structure of composition C17H27MnS4Te.

Structure (XYZ):
```
50
C17H27MnS4Te ωB97M-V/def2-TZVPD
Mn 0.4324 -0.1839 1.1236
C -0.8595 -2.7835 2.4924
C 0.2596 -3.4244 1.6862
S 0.9573 -2.3359 0.3931
C -0.1193 -2.6131 -1.0575
C -1.4296 -1.8369 -1.0667
S -1.0670 -0.0673 -0.8514
C -2.5340 0.5891 0.0018
C -2.1387 1.8665 0.7298
S -0.7092 1.7232 1.8666
C -1.4591 1.2098 3.4481
C -1.7604 -0.2778 3.5399
S -0.2428 -1.1885 3.1158
H -1.1323 -3.4112 3.3410
H -1.7478 -2.5980 1.8909
H -0.0679 -4.3495 1.2141
H 1.1082 -3.6671 2.3273
H -0.3019 -3.6863 -1.1120
H 0.5000 -2.3445 -1.9131
H -2.1100 -2.1582 -0.2799
H -1.9242 -1.9711 -2.0274
H -2.9204 -0.1720 0.6784
H -3.2979 0.8173 -0.7400
H -2.9724 2.2455 1.3198
H -1.8577 2.6464 0.0236
H -2.3556 1.8070 3.6046
H -0.7314 1.5101 4.2032
H -2.5517 -0.5811 2.8553
H -2.0491 -0.5503 4.5548
C 7.8374 2.2442 2.6696
C 6.5435 1.9361 1.9746
C 6.3974 2.1275 0.6015
C 5.2158 1.8567 -0.0602
C 5.1494 2.1039 -1.5492
C 4.1210 1.3599 0.6969
Te 2.3741 1.0612 -0.3684
C 4.2445 1.1535 2.0925
C 3.1468 0.6602 3.0015
C 5.4545 1.4480 2.6936
H 8.5936 2.6050 1.9759
H 8.2244 1.3553 3.1715
H 7.6856 3.0031 3.4396
H 7.2407 2.5003 0.0324
H 6.1209 2.4166 -1.9234
H 4.4335 2.8931 -1.7892
H 4.8558 1.2094 -2.0987
H 2.3020 0.2654 2.4473
H 2.7781 1.4701 3.6354
H 3.5147 -0.1329 3.6531
H 5.5566 1.2940 3.7642
```

Summary:
calculated total energy: -100007.5872 eV
multiplicity: 5
gap between HOMO and LUMO (spin up / spin down): 7.0 / 6.2 eV
total charge: +2
LUMO energy (spin up / spin down): -6.649 / -7.906 eV
ΔE to the lowest compared entry with this formula, charge and spin: 0.0 kcal/mol

Entry 2:
DFT (ωB97M-V/def2-TZVPD) results for a cluster of 8 separate species, C32H47BF10IN8O4 in total at a distorted geometry.

Structure (XYZ):
```
103
C32H47BF10IN8O4 ωB97M-V/def2-TZVPD
C 3.7262 -3.2733 2.0467
C 3.2858 -4.4314 1.1476
C 1.7718 -4.6983 1.1398
C 1.0177 -4.0335 -0.0342
C -0.1402 -3.0736 0.2899
C 0.1568 -1.8111 1.1060
C 0.9819 -0.6883 0.4325
C 2.0402 -1.0157 -0.6266
C 1.4494 -1.3381 -2.0111
N 1.7080 -0.2611 -2.9981
O 0.6525 -2.0955 2.3895
B -0.4773 -2.4923 3.2495
O -0.7470 -3.9629 3.3282
C -0.3220 -1.9480 4.7984
C -1.0308 -2.8538 5.6986
O -2.1897 -2.8718 5.9899
F -0.2265 -3.8081 6.2585
O -1.6824 -1.9857 2.4956
C -1.2545 -1.1873 1.5133
I -0.9743 0.8667 2.5324
C -2.3282 -1.0469 0.4309
C -2.5033 0.3368 -0.1961
C -3.1436 0.2296 -1.5681
F -2.2079 -0.2036 -2.4821
F -4.1673 -0.6637 -1.6064
C -3.7196 1.5647 -2.1143
F -4.6194 1.2844 -3.0960
F -4.3828 2.2359 -1.1470
C -2.7079 2.5328 -2.7979
F -3.4268 3.6320 -3.1405
F -2.2414 1.9882 -3.9331
C -1.5142 3.0509 -1.9438
F -0.4888 2.2204 -2.0185
F -1.1125 4.2271 -2.4385
F -1.8629 3.2374 -0.6859
H 4.6964 -2.8950 1.7102
H 3.0341 -2.4370 2.0291
H 3.8837 -3.6147 3.0684
H 3.6671 -4.3149 0.1315
H 3.7655 -5.3330 1.5381
H 1.3338 -4.4414 2.0937
H 1.6563 -5.7775 1.0242
H 0.5630 -4.8392 -0.6145
H 1.7534 -3.5816 -0.6948
H -0.8729 -3.6428 0.8634
H -0.6035 -2.8126 -0.6600
H 0.3297 0.0630 -0.0142
H 1.4927 -0.2012 1.2608
H 2.7198 -1.7916 -0.2770
H 2.6289 -0.1084 -0.7680
H 1.8325 -2.2914 -2.3746
H 0.3686 -1.4300 -1.9183
H 0.8464 -0.0450 -3.4813
H 2.3645 -0.5689 -3.7020
H 0.0172 -4.4440 3.6560
H 0.7421 -1.9461 5.0420
H -0.6993 -0.9442 4.9779
H -2.1516 -1.7560 -0.3724
H -3.2705 -1.3339 0.8943
H -1.5463 0.8140 -0.3696
H -3.1564 0.9515 0.4139
C -2.3559 -6.2413 5.6494
C -1.4469 -6.8215 4.6737
N -0.7217 -7.3191 3.9366
H -3.3803 -6.5507 5.4458
H -2.0912 -6.5842 6.6489
H -2.3240 -5.1522 5.6538
C 0.2033 3.3855 -5.3156
C 1.2044 3.2667 -6.3640
N 1.9657 3.1715 -7.2168
H 0.6631 3.7035 -4.3818
H -0.5492 4.1213 -5.5948
H -0.2920 2.4351 -5.1429
C 4.9809 4.4850 -6.1717
C 6.0639 4.8347 -5.2670
N 6.9187 5.1106 -4.5537
H 5.3442 4.4238 -7.1956
H 4.5456 3.5229 -5.9102
H 4.1898 5.2312 -6.1371
C 6.2075 4.3425 -1.4223
C 6.3762 3.3181 -0.4034
N 6.5086 2.5191 0.4098
H 6.3101 3.9235 -2.4193
H 5.2102 4.7804 -1.3408
H 6.9516 5.1287 -1.3154
C 1.9764 4.5750 0.1144
C 2.7940 5.4330 -0.7296
N 3.4514 6.1122 -1.3815
H 0.9362 4.6048 -0.2053
H 2.3260 3.5443 0.0616
H 2.0311 4.9001 1.1513
C -7.8272 0.5831 -0.6558
C -7.2092 -0.3139 0.3087
N -6.7047 -1.0198 1.0581
H -7.7755 0.1579 -1.6566
H -8.8729 0.7530 -0.4055
H -7.3138 1.5431 -0.6660
C -4.0802 3.5208 3.6409
C -3.2403 2.8758 4.6355
N -2.5731 2.3175 5.3810
H -4.0373 2.9655 2.7044
H -5.1152 3.5559 3.9771
H -3.7420 4.5388 3.4545
```

Summary:
calculated total energy: -90013.6602 eV
multiplicity: 1
gap between HOMO and LUMO: 7.7 eV
total charge: -1
LUMO energy: 1.649 eV

Entry 3:
DFT (ωB97M-V/def2-TZVPD) results for a structure of composition C30H75ClFeO24P5 at a distorted geometry.

Structure (XYZ):
```
136
C30H75ClFeO24P5 ωB97M-V/def2-TZVPD
Fe -0.6881 -0.5338 0.3783
Cl -2.0781 -3.6920 -0.4877
O -3.0524 -4.2893 0.3824
O -2.0288 -2.2979 -0.2027
O -0.7282 -4.1292 -0.2081
O -2.5662 -3.9404 -1.7997
C -2.6601 0.7760 5.0131
C -2.9837 1.9749 4.2278
O -3.7561 1.7811 3.0627
P -3.0121 1.4223 1.6569
O -2.0058 0.2244 1.6905
O -4.2134 1.2682 0.6586
C -5.3797 0.4058 0.9152
C -5.1973 -1.0970 0.7010
O -2.3895 2.8014 1.1573
C -3.1459 3.9543 0.8298
C -2.3233 4.8868 -0.1600
H -2.0508 0.0905 4.4241
H -2.1458 1.1267 5.9079
H -3.5985 0.2714 5.2428
H -3.7141 2.5050 4.8390
H -2.1991 2.7045 4.0271
H -5.6653 0.5104 1.9619
H -6.3039 0.7636 0.4613
H -6.0427 -1.6357 1.1290
H -5.0522 -1.2695 -0.3655
H -4.3361 -1.4165 1.2879
H -4.1507 3.7704 0.4494
H -3.1837 4.5675 1.7302
H -1.4358 5.2417 0.3639
H -1.8574 4.2525 -0.9142
H -2.8496 5.6536 -0.7285
C -4.8412 3.1219 -3.0252
C -3.8084 2.1677 -2.3699
O -2.5923 2.1604 -3.0680
P -1.4962 0.9828 -2.6815
O -1.6432 0.3532 -1.2959
O -0.1018 1.7231 -2.9965
C 0.2881 1.9931 -4.2936
C -0.6864 2.9339 -5.1128
O -1.6175 -0.0852 -3.9231
C -2.6377 -1.0947 -3.9798
C -3.1598 -1.3332 -5.3940
H -4.8824 3.1454 -4.1142
H -5.8298 3.1533 -2.5672
H -4.3959 4.0932 -2.8101
H -3.4970 2.3941 -1.3501
H -4.1902 1.1519 -2.2677
H 1.1708 2.6309 -4.2475
H 0.6009 1.0312 -4.6998
H -1.1164 3.7326 -4.5084
H -0.3541 3.4863 -5.9917
H -1.6683 2.5028 -5.3081
H -2.1365 -1.9771 -3.5819
H -3.5051 -0.6758 -3.4697
H -3.8885 -0.6287 -5.7950
H -2.3828 -1.2930 -6.1574
H -3.4259 -2.3717 -5.5908
C 3.7807 -4.7063 -0.7230
C 3.5173 -3.4960 -1.5163
O 2.4448 -2.6837 -1.0047
P 1.9551 -1.3432 -1.7342
O 0.7082 -0.7258 -1.1751
O 3.3100 -0.5099 -1.8323
C 3.2861 0.6413 -2.6284
C 3.7301 0.3089 -4.0071
O 1.8987 -1.9324 -3.2762
C 0.9377 -2.8926 -3.6000
C 0.5902 -2.7928 -5.0213
H 3.0418 -5.4622 -0.9887
H 4.7078 -5.2766 -0.6651
H 3.5405 -4.4873 0.3173
H 4.3763 -2.8251 -1.5278
H 3.6051 -3.7243 -2.5785
H 2.3362 1.1667 -2.7269
H 3.8015 1.4916 -2.1818
H 4.7043 -0.1637 -4.1320
H 2.9374 -0.2979 -4.4447
H 3.8216 1.2082 -4.6162
H 1.1742 -3.9419 -3.4239
H 0.0118 -2.6456 -3.0806
H -0.4727 -3.0299 -5.0671
H 0.5503 -1.7811 -5.4251
H 1.2138 -3.5101 -5.5550
C 2.3520 4.0943 -2.0361
C 1.4680 4.5064 -0.8411
O 0.7766 3.3315 -0.4012
P 1.2959 2.2629 0.7747
O 0.3855 0.9967 0.9694
O 2.8593 2.0086 0.3062
C 3.8218 1.2580 1.1262
C 5.2023 1.8441 0.7970
O 1.5458 3.2717 1.9601
C 0.5689 3.4996 2.9792
C 1.0519 4.7215 3.7973
H 3.1618 3.4312 -1.7320
H 1.8895 3.9422 -3.0113
H 3.0546 4.9118 -2.1975
H 1.9368 4.9578 0.0333
H 0.7344 5.2111 -1.2327
H 3.4389 1.4708 2.1243
H 3.7598 0.2292 0.7716
H 5.6548 2.3181 1.6679
H 5.8035 0.9644 0.5670
H 5.2926 2.5852 0.0028
H -0.3113 3.8555 2.4438
H 0.3436 2.5631 3.4894
H 0.6531 4.7798 4.8101
H 2.0217 4.3246 4.0972
H 1.1837 5.7134 3.3649
C -0.0899 -2.6855 6.3158
C -0.1177 -2.4183 4.7919
O 1.0559 -2.6971 4.1705
P 1.2404 -2.7189 2.5997
O 0.3654 -1.8701 1.6730
O 2.8466 -2.2548 2.5064
C 4.0117 -3.0028 2.5926
C 4.8781 -2.2848 3.6798
O 1.2170 -4.3497 2.3734
C 0.0642 -5.0423 2.8904
C 0.5608 -5.9452 4.0543
H -0.9996 -2.3366 6.8044
H 0.0373 -3.7461 6.5329
H 0.8119 -2.1556 6.6227
H -1.0373 -2.7922 4.3417
H -0.4435 -1.3803 4.7249
H 3.8089 -4.0314 2.8906
H 4.5448 -2.8549 1.6534
H 5.7230 -2.9165 3.9540
H 5.2360 -1.4245 3.1141
H 4.2698 -2.0011 4.5387
H -0.7979 -4.4501 3.1974
H -0.1129 -5.6866 2.0292
H -0.1910 -6.6950 4.3006
H 1.4424 -6.4091 3.6120
H 0.8133 -5.4421 4.9877
```

Summary:
calculated total energy: -174809.1412 eV
multiplicity: 6
gap between HOMO and LUMO (spin up / spin down): 10.0 / 6.0 eV
total charge: +2
LUMO energy (spin up / spin down): -3.956 / -7.891 eV
ΔE to the lowest compared entry with this formula, charge and spin: 17.5 kcal/mol

Entry 4:
DFT (ωB97M-V/def2-TZVPD) results for the molecule C5H8O2.

Structure (XYZ):
```
15
C5H8O2 ωB97M-V/def2-TZVPD
O -1.2096 -1.0796 2.1960
C -1.8017 -0.5704 1.0507
C -1.1224 -0.6022 -0.0674
C -0.1999 -0.6744 -0.9916
C 1.0008 0.2423 -1.0497
C 1.1125 1.2099 0.1288
O 1.4545 0.5677 1.3372
H -1.8198 -1.6871 2.6330
H -2.7838 -0.1177 1.1743
H -0.2324 -1.5018 -1.7026
H 1.8834 -0.4115 -1.0381
H 1.0231 0.7951 -1.9983
H 1.9209 1.9213 -0.0749
H 0.1765 1.7854 0.2224
H 0.7059 0.0285 1.6320
```

Summary:
calculated total energy: -9407.3986 eV
multiplicity: 1
gap between HOMO and LUMO: 10.0 eV
SMILES string: OC=C=CCCO
LUMO energy: 0.669 eV
ΔE to the lowest compared entry with this formula, charge and spin: 56.1 kcal/mol

Entry 5:
DFT (ωB97M-V/def2-TZVPD) results for a cluster of 5 separate species, C24H40BClN5O13S in total at a distorted geometry.

Structure (XYZ):
```
85
C24H40BClN5O13S ωB97M-V/def2-TZVPD
C 1.5253 0.6602 0.0612
C 1.1858 -0.6221 0.0453
C 1.1775 -1.4164 -1.2210
N 0.0402 -2.3813 -1.3784
B 0.1279 -3.6209 -0.5328
N -0.5494 -3.6819 0.7461
O 0.7773 -4.7062 -1.0492
C -1.1837 -1.7476 -1.4204
N -1.8021 -1.4720 -2.6376
N -1.1604 -2.1252 -3.7510
C -1.6268 -3.2196 -4.0605
S -2.1867 -4.6047 -4.4253
N -1.8415 -1.3837 -0.3589
C -3.1524 -0.7386 -0.3105
Cl -3.0762 0.8578 -1.1023
C -4.2826 -1.6410 -0.8104
C -4.8886 -2.4113 0.3785
H 1.6966 1.1904 -0.8656
H 1.6121 1.2302 0.9732
H 0.8928 -1.0929 0.9791
H 1.2139 -0.7483 -2.0819
H 2.0858 -2.0202 -1.2770
H -0.0092 -3.2746 1.5030
H -0.7024 -4.6506 1.0104
H 1.7174 -4.6084 -1.2245
H -1.7175 -0.4747 -2.8358
H -1.4088 -1.6016 0.5281
H -3.3347 -0.5194 0.7372
H -3.8984 -2.3763 -1.5096
H -5.0464 -1.0228 -1.2705
H -5.2000 -3.4091 0.0914
H -4.1646 -2.5424 1.1834
H -5.7296 -1.8732 0.8131
C 5.9300 5.5354 0.2870
C 5.0274 4.3577 0.6123
C 4.7225 3.4317 -0.5397
O 3.4370 2.8978 -0.1633
C 2.8272 3.8299 0.6150
O 1.6802 3.7734 0.9317
O 3.6873 4.7948 0.9676
H 6.1916 5.5649 -0.7708
H 5.4415 6.4718 0.5486
H 6.8624 5.4681 0.8446
H 5.4228 3.8051 1.4606
H 5.4487 2.6320 -0.6567
H 4.6069 3.9683 -1.4838
C 8.9718 4.0186 6.1525
C 8.1166 4.2113 4.9127
C 6.6911 3.7116 5.0010
O 6.3866 3.4072 3.6286
C 7.5592 3.1043 3.0130
O 7.6406 2.6312 1.9241
O 8.6006 3.4158 3.8026
H 8.4333 3.4806 6.9328
H 9.8703 3.4573 5.9058
H 9.2759 4.9771 6.5674
H 8.1353 5.2529 4.5861
H 5.9893 4.4479 5.3827
H 6.6121 2.7913 5.5830
C -2.8571 1.9475 -4.4812
C -1.9204 2.1603 -5.6594
C -0.4390 2.1443 -5.3411
O 0.1034 2.9753 -6.3651
C -0.8656 3.8532 -6.7441
O -0.6907 4.7961 -7.4338
O -2.0572 3.4837 -6.2078
H -2.3074 1.8723 -3.5429
H -3.5606 2.7731 -4.3978
H -3.4304 1.0284 -4.6023
H -2.1421 1.4554 -6.4641
H 0.0109 1.1542 -5.3872
H -0.2282 2.6036 -4.3705
C -9.2389 -5.3695 2.9313
C -8.0382 -5.5429 2.0182
C -7.4073 -6.9195 1.9950
O -6.0431 -6.6221 1.6541
C -5.7760 -5.3750 2.0919
O -4.6881 -4.8930 2.1408
O -6.9093 -4.7476 2.4631
H -9.4454 -6.2761 3.4998
H -9.0644 -4.5572 3.6335
H -10.1327 -5.1339 2.3577
H -8.2717 -5.2163 1.0026
H -7.8386 -7.5913 1.2585
H -7.4208 -7.3929 2.9786
```

Summary:
calculated total energy: -83633.8640 eV
multiplicity: 1
gap between HOMO and LUMO: 9.3 eV
total charge: +1
LUMO energy: -3.219 eV

Entry 6:
DFT (ωB97M-V/def2-TZVPD) results for a cluster of 9 separate species, C30H60O21 in total at a distorted geometry.

Structure (XYZ):
```
111
C30H60O21 ωB97M-V/def2-TZVPD
C 0.6589 5.3640 -5.1374
O 0.0238 5.7148 -3.8342
C -1.1704 6.1513 -3.7625
O -1.8833 6.4342 -4.6900
O -1.6193 6.2195 -2.4936
C -3.0143 6.5075 -2.1986
H 0.1353 4.6796 -5.8048
H 1.5977 4.8622 -4.9027
H 0.9933 6.2627 -5.6557
H -3.6267 6.0408 -2.9701
H -3.1932 7.5670 -2.3817
H -3.1375 6.1795 -1.1665
C -1.9004 0.9150 -0.8454
O -1.3203 0.3977 0.3100
C -1.5890 0.8337 1.5006
O -2.3316 1.7594 1.6829
O -0.8095 0.1561 2.4581
C 0.0871 -0.9442 2.1148
H -2.0997 0.0519 -1.4805
H -1.2166 1.6195 -1.3189
H -2.7954 1.5329 -0.7719
H 0.5315 -0.6095 1.1775
H -0.4442 -1.8829 1.9581
H 0.7190 -1.1772 2.9719
C -10.0958 2.5573 -8.1610
O -10.0189 1.8849 -6.8850
C -9.4041 2.5199 -5.8798
O -8.9686 3.6512 -5.9077
O -9.2797 1.6814 -4.8601
C -8.5393 1.9522 -3.6951
H -9.1217 2.4580 -8.6400
H -10.3870 3.6074 -8.1380
H -10.7594 1.9517 -8.7782
H -7.7961 2.7360 -3.8413
H -7.9164 1.1469 -3.3059
H -9.1126 2.2315 -2.8111
C 4.7317 0.8874 -1.2931
O 5.8627 0.0067 -1.2554
C 5.7821 -1.1908 -1.8417
O 4.9806 -1.5406 -2.6995
O 6.8481 -1.8998 -1.5360
C 7.2334 -2.9989 -2.3364
H 4.3083 1.0669 -0.3049
H 3.8493 0.6666 -1.8937
H 5.1105 1.8645 -1.5930
H 6.3913 -3.3307 -2.9438
H 7.4769 -3.7821 -1.6186
H 8.0474 -2.7667 -3.0232
C 11.1413 -8.8035 5.1630
O 9.7223 -8.3663 5.2357
C 9.2699 -7.6005 4.1683
O 9.8920 -7.4067 3.1265
O 8.1310 -6.9099 4.4889
C 7.3445 -6.3485 3.5158
H 11.8525 -7.9839 5.2653
H 11.3718 -9.4386 4.3076
H 11.3706 -9.3139 6.0984
H 6.5562 -7.0392 3.2165
H 7.8286 -6.3133 2.5398
H 6.9644 -5.3269 3.5231
C -3.4866 3.1932 8.5808
O -3.6106 3.7078 9.9293
C -3.9391 2.9574 11.0412
O -4.1464 1.7399 11.0425
O -3.8809 3.7174 12.1452
C -4.1564 5.1515 12.1256
H -2.4398 3.3230 8.3059
H -4.1070 3.7371 7.8685
H -3.7331 2.1321 8.6194
H -4.9266 5.4289 12.8452
H -4.3504 5.5690 11.1376
H -3.1512 5.4031 12.4638
C -0.7691 -6.6199 -1.1509
C -0.2136 -5.4860 -1.9938
C 0.3980 -6.2320 -3.2078
O 0.7236 -7.5397 -2.7645
C 0.1847 -7.8013 -1.4204
H -1.8040 -6.8134 -1.4331
H -0.7321 -6.2279 -0.1345
H 0.7242 -5.1056 -1.5890
H -0.9531 -4.7375 -2.2783
H 1.2915 -5.6773 -3.4940
H -0.2345 -6.3174 -4.0914
H 1.0010 -7.7625 -0.6991
H -0.3814 -8.7266 -1.3135
C 3.8601 2.7914 6.5342
C 3.3100 4.1669 6.1689
C 4.5007 5.0898 6.0208
O 5.6089 4.2125 5.7952
C 5.3254 2.9756 6.3523
H 3.4834 1.9535 5.9475
H 3.6298 2.4605 7.5468
H 2.6226 4.6020 6.8943
H 2.6475 4.0347 5.3136
H 4.5602 5.6230 6.9696
H 4.3370 5.7204 5.1470
H 5.8942 2.9321 7.2811
H 5.7070 2.2885 5.5971
C -3.2976 -0.3045 -8.7238
C -4.3476 0.3489 -7.8987
C -4.9552 -0.8702 -7.1824
O -4.0984 -1.9616 -7.3243
C -3.3776 -1.7926 -8.4388
H -2.3472 0.0185 -8.2989
H -3.4314 -0.0743 -9.7808
H -5.1314 0.9944 -8.2950
H -3.8953 1.0219 -7.1703
H -5.9134 -1.2103 -7.5753
H -5.1207 -0.6265 -6.1330
H -3.7500 -2.3827 -9.2762
H -2.3909 -2.1708 -8.1717
```

Summary:
calculated total energy: -75073.5727 eV
multiplicity: 1
gap between HOMO and LUMO: 9.6 eV
SMILES string: COC(=O)OC.COC(=O)OC.COC(=O)OC.COC(=O)OC.COC(=O)OC.COC(=O)OC.C1CCOC1.C1CCOC1.C1CCOC1
LUMO energy: -0.029 eV
ΔE to the lowest compared entry with this formula, charge and spin: 132.5 kcal/mol

Look up the calculated total energy of the first one. -100007.5872 eV